(1)
This record from the Open Molecules 2025 dataset describes C16H19FN2O4S in the gas phase in a non-equilibrium geometry. The level of theory is the ωB97M-V functional and the def2-TZVPD basis.

## Properties
Lowest unoccupied orbital energy in eV: 0.018
Maximum force in eV/A: 16.76
HOMO energy in eV: -7.97
ΔE to the lowest compared entry with this formula, charge and spin in kJ/mol: 1269.1
2S+1: 1
Kohn-Sham gap in eV: 7.98
E in eV: -41611.4040

CARTESIAN COORDINATES (ANGSTROEM)
C  -6.307  -0.993  0.577
S  -4.847  -2.206  0.181
C  -3.752  -1.170  1.404
C  -3.450  0.152  0.931
C  -2.674  0.101  -0.642
N  -1.335  0.462  -0.571
C  -0.554  -0.521  -0.095
O  -0.766  -1.891  0.302
C  1.006  -0.087  0.083
C  1.933  -1.108  -0.293
C  3.313  -0.908  -0.042
C  4.047  -0.159  0.771
C  5.344  0.130  0.771
C  6.234  -0.414  -0.299
F  7.401  -0.289  -0.101
C  5.514  -1.371  -0.995
C  4.130  -1.601  -1.156
N  1.294  1.347  0.204
C  0.481  2.006  1.158
C  1.193  3.530  1.050
O  -0.411  1.692  1.712
C  -3.185  1.241  -1.732
O  -2.509  2.098  -1.788
O  -4.545  1.222  -1.749
H  -6.372  -0.774  1.538
H  -6.082  0.005  -0.119
H  -7.130  -1.609  0.077
H  -2.944  -1.634  1.636
H  -4.224  -1.022  2.379
H  -4.287  0.906  0.575
H  -2.706  0.814  1.327
H  -2.922  -0.907  -0.888
H  -0.886  1.359  -0.871
H  1.617  -2.277  -0.395
H  3.514  0.532  1.464
H  5.871  1.023  1.136
H  6.154  -1.851  -1.753
H  3.586  -2.200  -1.584
H  2.130  1.424  -0.092
H  1.205  3.817  -0.027
H  2.219  3.405  1.532
H  0.552  3.934  1.707
H  -4.925  2.015  -2.270


(2)
This record from the Open Molecules 2025 dataset describes C16H19MnN7OSTe4 as an isolated structure in a non-equilibrium geometry. The level of theory is the ωB97M-V functional and the def2-TZVPD basis.

## Properties
Lowest unoccupied orbital energy (alpha / beta) in eV: -8.990 / -8.944
Net charge: +2
Maximum force in eV/A: 2.06
HOMO energy (alpha / beta) in eV: -13.28 / -13.49
ΔE to the lowest compared entry with this formula, charge and spin in kJ/mol: 101.8
<S²>: 1.14
2S+1: 2
Kohn-Sham gap (alpha / beta) in eV: 4.29 / 4.55
E in eV: -100690.9868

CARTESIAN COORDINATES (ANGSTROEM)
Mn  -1.103  0.079  -0.717
O  -1.412  0.137  1.336
C  -0.892  0.879  2.440
C  0.182  1.867  1.994
C  1.553  1.275  1.650
C  1.897  0.690  0.293
C  3.276  0.671  0.045
C  3.805  0.045  -1.062
C  2.923  -0.614  -1.909
C  1.579  -0.547  -1.620
N  1.039  0.120  -0.574
H  -2.070  -0.485  1.680
H  -0.472  0.183  3.173
H  -1.712  1.432  2.912
H  0.337  2.543  2.836
H  -0.180  2.479  1.172
H  1.781  0.490  2.383
H  2.287  2.066  1.821
H  3.936  1.143  0.756
H  4.866  0.047  -1.247
H  3.269  -1.166  -2.769
H  0.894  -1.113  -2.238
Te  -1.159  0.174  -3.411
Te  -2.966  2.001  -4.039
Te  -5.065  1.704  -2.382
Te  -4.350  -0.164  -0.633
N  -0.031  4.994  -1.982
N  -0.671  4.002  -1.375
N  -1.789  4.183  -0.724
C  -2.147  2.958  -0.385
N  -1.247  2.065  -0.821
N  -0.309  2.753  -1.457
H  -0.337  5.923  -1.719
H  0.955  4.859  -2.156
H  -3.033  2.731  0.178
S  -1.749  -4.418  -1.311
C  -1.763  -2.733  -1.527
N  -1.061  -2.005  -0.690
C  -0.441  -2.823  0.242
C  0.369  -2.433  1.310
C  0.872  -3.394  2.158
C  0.617  -4.750  1.952
C  -0.163  -5.162  0.894
C  -0.699  -4.195  0.057
H  -2.352  -2.324  -2.332
H  0.590  -1.387  1.457
H  1.476  -3.096  2.998
H  1.032  -5.480  2.626
H  -0.363  -6.205  0.715


(3)
This record from the Open Molecules 2025 dataset describes C16H19N3O4S in the gas phase in a non-equilibrium geometry. The level of theory is the ωB97M-V functional and the def2-TZVPD basis.

## Properties
Lowest unoccupied orbital energy in eV: -1.478
Maximum force in eV/A: 5.72
HOMO energy in eV: -8.17
ΔE to the lowest compared entry with this formula, charge and spin in kJ/mol: 516.2
2S+1: 1
Kohn-Sham gap in eV: 6.69
E in eV: -40393.1799

CARTESIAN COORDINATES (ANGSTROEM)
C  -1.528  -5.679  0.144
C  -2.298  -4.431  0.537
N  -2.121  -3.536  -0.619
C  -1.952  -2.170  -0.438
S  -2.955  -1.470  0.704
N  -1.087  -1.415  -1.261
C  -0.569  -2.033  -2.540
C  0.698  -2.904  -2.367
O  1.829  -2.240  -2.975
C  -0.918  0.080  -1.102
C  0.357  0.372  -0.267
C  -0.023  1.259  0.920
C  0.569  2.491  1.118
C  0.262  3.266  2.249
C  0.929  4.466  2.474
C  1.852  4.940  1.560
C  2.127  4.230  0.384
C  1.521  2.961  0.173
N  1.943  2.299  -0.844
C  1.466  1.029  -1.082
O  1.760  0.501  -2.177
O  2.227  6.167  1.930
C  1.551  6.407  3.169
O  0.764  5.250  3.540
H  -1.602  -6.359  0.961
H  -1.974  -6.128  -0.757
H  -0.469  -5.421  0.001
H  -1.916  -3.976  1.467
H  -3.368  -4.601  0.711
H  -1.720  -3.943  -1.446
H  -0.372  -1.213  -3.246
H  -1.318  -2.637  -2.981
H  0.876  -3.082  -1.289
H  0.567  -3.854  -2.896
H  1.955  -1.343  -2.583
H  -1.770  0.511  -0.605
H  -0.822  0.510  -2.090
H  0.762  -0.568  0.129
H  -0.718  0.822  1.670
H  -0.459  2.901  2.988
H  2.798  4.669  -0.338
H  0.838  7.251  3.121
H  2.307  6.622  3.955


(4)
This record from the Open Molecules 2025 dataset describes C16H19NO in the gas phase. The level of theory is the ωB97M-V functional and the def2-TZVPD basis.

## Properties
Lowest unoccupied orbital energy in eV: 0.877
Maximum force in eV/A: 0.47
HOMO energy in eV: -8.34
ΔE to the lowest compared entry with this formula, charge and spin in kJ/mol: 135.5
2S+1: 1
Kohn-Sham gap in eV: 9.22
E in eV: -20437.5489

CARTESIAN COORDINATES (ANGSTROEM)
C  -2.849  0.270  1.470
C  -2.471  1.193  2.430
C  -1.607  2.222  2.100
C  -1.114  2.347  0.808
C  -0.124  3.424  0.470
C  1.304  2.889  0.657
N  1.522  1.781  -0.241
C  2.610  0.886  0.066
C  2.381  -0.449  -0.645
O  1.293  -1.076  -0.007
C  0.671  -2.119  -0.617
C  1.124  -2.762  -1.764
C  0.401  -3.820  -2.292
C  -0.766  -4.251  -1.690
C  -1.213  -3.615  -0.541
C  -0.505  -2.561  -0.007
C  -1.501  1.417  -0.148
C  -2.362  0.385  0.179
H  -3.521  -0.536  1.728
H  -2.849  1.110  3.439
H  -1.312  2.938  2.855
H  -0.252  3.742  -0.567
H  -0.265  4.291  1.119
H  1.409  2.516  1.680
H  2.030  3.712  0.520
H  1.572  2.100  -1.202
H  2.602  0.699  1.142
H  3.606  1.277  -0.213
H  3.283  -1.075  -0.576
H  2.155  -0.265  -1.703
H  2.038  -2.455  -2.249
H  0.763  -4.312  -3.184
H  -1.322  -5.075  -2.109
H  -2.123  -3.945  -0.061
H  -0.837  -2.049  0.882
H  -1.121  1.500  -1.155
H  -2.649  -0.335  -0.573


> What is the ΔE to the lowest compared entry with this formula, charge and spin in the second record?

101.8 kJ/mol